{"formula": "C15H55O15", "method": "ωB97M-V/def2-TZVPD", "species": ["C", "C", "O", "O", "H", "H", "H", "C", "O", "H", "H", "H", "H", "C", "O", "H", "H", "H", "H", "C", "O", "H", "H", "H", "H", "C", "O", "H", "H", "H", "H", "C", "O", "H", "H", "H", "H", "C", "O", "H", "H", "H", "H", "C", "O", "H", "H", "H", "H", "C", "O", "H", "H", "H", "H", "C", "O", "H", "H", "H", "H", "C", "O", "H", "H", "H", "H", "C", "O", "H", "H", "H", "H", "C", "O", "H", "H", "H", "H", "C", "O", "H", "H", "H", "H"], "xyz": [[-17.69331, -18.31522, 12.81832], [-18.26834, -17.09748, 13.43709], [-17.91864, -15.98220, 13.02855], [-18.99860, -17.26254, 14.47069], [-17.90227, -18.33584, 11.74874], [-17.95556, -19.26445, 13.28553], [-16.60960, -18.24014, 12.90793], [-21.16567, -21.22970, 10.89412], [-19.98060, -20.97726, 11.66164], [-21.49964, -20.23459, 10.60031], [-21.04862, -21.92455, 10.06251], [-21.97035, -21.66705, 11.48515], [-20.25819, -20.55932, 12.48010], [-14.83455, -18.63091, 9.48952], [-14.21637, -17.37908, 9.78085], [-14.23881, -19.24020, 8.80984], [-15.22488, -19.09998, 10.39269], [-15.72742, -18.49323, 8.87966], [-14.85877, -16.78284, 10.17256], [-16.94331, -22.17540, 10.92624], [-17.55036, -21.09650, 10.21850], [-15.92399, -22.36024, 10.58723], [-16.78964, -21.99901, 11.99084], [-17.49013, -23.08193, 10.66686], [-18.37592, -20.87773, 10.65691], [-19.45774, -13.31055, 11.02026], [-19.78325, -11.95952, 11.19970], [-19.31162, -13.53997, 9.96474], [-18.56479, -13.61313, 11.56723], [-20.32322, -13.86656, 11.38067], [-19.80617, -11.86126, 12.15438], [-20.97843, -17.43758, 11.08187], [-21.70248, -16.83715, 9.99472], [-20.32642, -18.24211, 10.74169], [-20.47277, -16.68661, 11.68886], [-21.69752, -17.86802, 11.77881], [-22.12351, -16.09242, 10.43028], [-17.13443, -13.25798, 15.35336], [-16.64039, -13.58606, 14.08419], [-16.89809, -12.25647, 15.71283], [-18.21794, -13.30872, 15.46072], [-16.77281, -13.98161, 16.08390], [-17.07018, -14.38266, 13.76434], [-21.79789, -19.26215, 14.60365], [-20.49899, -19.66514, 14.12789], [-22.34681, -18.61056, 13.92378], [-22.43010, -20.12473, 14.81427], [-21.57209, -18.78525, 15.55742], [-20.02568, -18.83535, 14.22291], [-13.84885, -16.55153, 13.40553], [-12.70985, -17.10028, 14.01615], [-14.63617, -16.79018, 14.12055], [-13.81681, -15.46323, 13.35387], [-14.05065, -16.92870, 12.40297], [-12.33088, -16.51869, 14.67928], [-14.01327, -20.69351, 12.63900], [-13.68549, -21.88140, 13.39105], [-13.29928, -19.89255, 12.83082], [-14.00518, -20.95669, 11.58128], [-15.02153, -20.31705, 12.81156], [-13.57014, -21.64999, 14.31557], [-17.52942, -19.81577, 16.39921], [-17.50041, -20.10698, 17.80022], [-17.24980, -20.67609, 15.79113], [-18.55823, -19.65693, 16.07609], [-16.84125, -18.99504, 16.19686], [-18.36832, -20.43259, 18.04985], [-20.05257, -17.23998, 17.74994], [-18.96382, -16.46420, 17.21258], [-20.89030, -17.29600, 17.05483], [-19.71683, -18.26191, 17.92613], [-20.27911, -16.73846, 18.69082], [-18.91131, -16.77494, 16.30578], [-15.68807, -14.55940, 10.64368], [-16.21778, -15.85340, 10.80574], [-15.22016, -14.53201, 9.65961], [-16.48373, -13.81771, 10.57359], [-14.94729, -14.35978, 11.41796], [-16.78605, -15.90739, 11.57759], [-21.30838, -15.12727, 14.76232], [-20.18162, -14.58720, 14.18029], [-21.11902, -15.55461, 15.74701], [-21.95715, -14.25633, 14.85526], [-21.83182, -15.81807, 14.10133], [-19.52904, -15.26884, 14.00389]], "forces_ev_per_angstrom": [[0.711, -0.753, -0.796], [-0.255, -0.568, 2.151], [0.264, 0.913, -0.793], [-0.420, -0.175, -0.551], [-0.016, -0.141, -0.060], [-0.378, 0.193, -0.021], [0.174, 0.132, -0.093], [-0.210, 0.844, 0.715], [-0.103, -1.189, -0.964], [-0.422, -0.251, -0.742], [0.695, 0.359, -0.046], [0.031, -0.066, 0.408], [0.020, 0.408, 0.692], [-1.073, 1.077, -0.358], [1.041, -0.924, -0.603], [0.628, -0.108, 0.748], [0.509, -0.538, 0.030], [-0.377, 0.333, -0.055], [-0.719, -0.088, 0.217], [0.068, 0.053, -0.668], [1.077, -0.064, 0.002], [0.037, 0.393, -0.535], [-0.664, -0.054, 0.203], [-0.111, -0.276, 0.668], [-0.373, -0.061, 0.381], [-0.418, -0.853, -0.119], [0.299, 0.875, 0.028], [-0.021, 0.246, -0.041], [-0.014, -0.026, 0.104], [0.221, -0.677, -0.003], [-0.072, 0.332, 0.097], [-0.725, 0.008, 0.367], [0.496, -0.190, 0.483], [0.090, 0.364, -0.182], [0.584, 0.035, -0.304], [-0.148, -0.421, 0.086], [-0.219, 0.244, -0.398], [-0.656, -0.695, 1.008], [0.399, 1.018, -0.337], [0.621, 0.088, -0.561], [-0.285, -0.143, -0.509], [0.245, 0.037, 0.320], [-0.387, -0.427, 0.034], [0.604, -0.537, 0.623], [-1.492, -0.420, -0.371], [0.211, 0.192, -0.065], [0.212, -0.206, -0.155], [-0.680, 0.377, 0.033], [1.269, 0.745, -0.097], [-0.853, 0.670, 1.121], [1.487, -0.739, -0.449], [-0.853, 0.070, -0.573], [0.142, 0.135, -0.145], [0.328, -0.349, 0.198], [-0.304, 0.157, -0.158], [0.153, -0.344, 0.022], [-0.299, 0.385, -0.456], [0.033, 0.033, -0.075], [0.310, -0.096, 0.096], [-0.142, -0.082, 0.424], [-0.064, 0.167, -0.013], [-0.434, -0.581, 0.052], [0.155, -0.025, -0.107], [0.514, -0.270, 0.115], [0.085, 0.802, -0.062], [-0.383, 0.091, -0.006], [0.070, -0.018, -0.005], [1.308, 0.634, -0.042], [-0.948, -0.555, 0.409], [-0.249, 0.294, 0.162], [-0.015, -0.188, 0.277], [-0.507, -0.331, -0.028], [0.480, 0.193, -0.842], [-0.173, 0.006, -0.468], [0.283, -0.388, -0.761], [0.314, -0.102, 0.052], [0.057, 0.222, 0.505], [-0.089, 0.443, 0.014], [-0.549, 0.072, 0.793], [-0.713, 0.708, 0.058], [0.717, 0.708, -0.557], [-0.062, -0.176, 0.011], [-0.438, -0.144, 0.419], [-0.024, -0.474, 0.027], [0.397, -0.343, 0.020]], "mulliken_charge": [-0.86, 0.31, -0.17, 0.23, 0.27, 0.28, -0.20, -0.65, -0.42, 0.23, 0.30, 0.29, 0.36, -0.27, -0.58, 0.36, -0.09, 0.25, 0.44, -0.63, -0.46, 0.27, 0.21, 0.31, 0.38, -0.08, -0.61, 0.34, -0.17, 0.18, 0.33, 0.21, -0.58, 0.07, -0.11, 0.06, 0.32, -0.55, -0.52, 0.32, 0.16, 0.24, 0.29, -0.49, -0.61, 0.16, 0.31, 0.08, 0.12, -0.22, -0.55, 0.13, 0.32, 0.05, 0.30, -0.28, -0.58, 0.38, 0.21, -0.02, 0.30, -0.04, -0.59, 0.30, -0.10, 0.16, 0.32, -0.29, -0.57, 0.09, -0.02, 0.30, 0.27, -0.63, -0.54, 0.32, 0.25, 0.15, 0.24, -0.50, -0.51, 0.11, 0.33, 0.14, 0.14], "gap_ev": 9.6780, "relative_energy_ev": 0.8200, "total_charge": -1}